{
  "formula": "C16H17N",
  "method": "wB97M-V/def2-TZVPD",
  "species": ["C", "C", "C", "C", "C", "C", "C", "H", "H", "H", "H", "H", "H", "H", "H", "C", "C", "C", "C", "C", "C", "C", "C", "C", "N", "H", "H", "H", "H", "H", "H", "H", "H", "H"],
  "coordinates": [[2.3866, -3.5125, 2.5470], [-1.0886, -2.0286, 2.1393], [0.1384, -2.3864, 2.6728], [-1.3741, -2.3635, 0.8219], [1.0472, -3.1487, 1.9498], [-0.4881, -3.1554, 0.1138], [0.7378, -3.5389, 0.6543], [-1.8248, -1.4936, 2.7207], [0.3971, -2.1390, 3.6915], [-2.2542, -1.9887, 0.3129], [-0.6944, -3.3459, -0.9292], [3.2202, -2.8977, 2.2052], [2.5990, -4.5643, 2.3401], [1.4294, -4.0518, 0.0027], [2.3400, -3.4520, 3.6330], [2.1818, 3.2251, -0.6913], [-0.1480, 2.1793, -1.2680], [0.6994, 3.2886, -0.9120], [-1.4284, 2.6949, -1.5563], [-0.0903, 4.3939, -0.9798], [-1.0206, -0.0349, -1.5630], [-2.2600, 0.4986, -1.9615], [0.0241, 0.7929, -1.2141], [-2.4860, 1.8632, -1.9050], [-1.3753, 4.0524, -1.3402], [-0.9278, -1.1088, -1.5811], [-3.0524, -0.1407, -2.3185], [0.9371, 0.3602, -0.8255], [-3.4309, 2.2125, -2.3135], [2.6830, 3.6708, -1.5623], [2.5035, 2.1883, -0.7285], [0.2527, 5.4149, -0.9817], [-2.1498, 4.6881, -1.3227], [2.5165, 3.8280, 0.1491]],
  "atomic_forces_ev_per_a": [[-0.3, -0.5, 0.3], [0.0, 0.0, -0.3], [-0.2, -0.4, 0.2], [-0.1, -0.2, 0.1], [0.8, 0.1, -0.1], [0.5, 0.4, -0.3], [-0.8, 0.5, -0.2], [0.1, 0.2, 0.1], [-0.1, 0.2, 0.1], [-0.1, -0.1, 0.3], [0.0, -0.3, -0.1], [-0.1, 0.0, -0.1], [0.2, 0.1, -0.2], [0.2, -0.3, 0.2], [0.1, 0.2, 0.1], [-0.2, 0.5, -1.2], [-0.2, 0.0, 0.6], [-0.1, -0.1, -0.1], [0.1, 0.1, 0.5], [0.5, -0.1, -0.3], [-0.4, 0.1, -0.4], [0.4, 0.6, 0.2], [0.0, -0.3, 0.1], [-0.4, -0.5, -0.8], [0.1, 0.1, -0.3], [0.3, 0.0, 0.1], [0.0, -0.2, 0.0], [0.2, 0.0, -0.2], [0.1, 0.3, 0.4], [-0.1, 0.0, 0.1], [0.2, 0.0, 0.7], [-0.3, 0.2, 0.3], [-0.1, -0.1, -0.2], [0.1, -0.5, 0.4]],
  "homo_ev": -7.72,
  "gap_ev": 8.7,
  "smiles": "Cc1c[nH]c2ccccc12.Cc1ccccc1",
  "de_lowest_ev": 0.4280,
  "energy_ev": -18357.914,
  "charge": 0
}